Entry from OMol25: the ion C5H11N2O with charge +1 at a distorted geometry (wB97M-V/def2-TZVPD).

As for the HOMO-LUMO gap: 4.58 eV. As for the relative energy (zero: lowest compared OMol25 entry of this formula, charge and spin): 238.2 kcal/mol. Its largest force on an atom is 2.23 eV/A. Its total charge is +1. The calculation puts the HOMO energy at -12.64 eV. The LUMO energy is -0.296 hartree.

Atoms and positions in Å:
O1 -0.2357 0.5340 -1.8693
C1 -0.3367 -0.7544 -1.8541
C2 0.7279 -1.6305 -1.5806
C3 -1.1080 -1.1177 -0.3724
C4 -0.7427 -0.0930 0.6652
N1 -0.0394 1.8545 2.2200
C5 0.9781 1.0691 1.8067
N2 0.6410 0.0680 0.8880
H1 -1.1324 -1.0361 -2.5680
H2 0.5072 -2.6746 -1.4199
H3 1.7639 -1.4147 -1.8398
H4 -0.9662 -2.1163 0.0475
H5 -2.1704 -1.0259 -0.5656
H6 -1.0973 0.9320 0.3669
H7 -1.2832 -0.2587 1.5935
H8 1.7271 1.7358 1.3187
H9 0.1981 2.6439 2.8254
H10 1.4226 0.6319 2.7317
H11 1.0976 0.1596 -0.0229

Mulliken population analysis, charges in e, atoms 1 to 8:
1. O -0.67
2. C 0.30
3. C -0.65
4. C -0.94
5. C -0.51
6. N -0.32
7. C -0.37
8. N -0.11